Here is a cluster of 5 separate species, C45H46N6O13 in total from the Open Molecules 2025 dataset. Energies are from ωB97M-V/def2-TZVPD.

Last column: Löwdin charge in e.
CARTESIAN COORDINATES (ANGSTROEM)
C  6.491  -0.594  2.365  0.001
C  6.242  -1.992  2.876  -0.499
O  6.999  -2.529  3.642  0.100
N  5.051  -2.648  2.396  0.019
C  5.333  -3.793  1.491  -0.203
C  4.604  -3.633  0.165  -0.192
C  5.051  -2.392  -0.612  -0.175
C  3.904  -1.740  -1.422  -0.116
C  3.338  -0.589  -0.633  -0.125
C  3.990  0.556  -0.419  0.055
C  3.374  1.619  0.412  -0.338
O  3.558  2.801  0.212  0.100
C  2.500  1.119  1.504  -0.110
C  2.425  1.793  2.710  -0.003
C  1.650  1.266  3.723  -0.007
C  0.944  0.075  3.546  -0.237
N  0.192  -0.408  4.644  0.107
C  0.977  -0.599  2.311  -0.091
C  0.162  -1.858  2.105  -0.117
C  -1.096  -1.615  1.225  -0.169
C  -2.401  -1.547  2.043  -0.145
C  -3.605  -1.982  1.207  -0.169
O  -3.998  -3.313  1.624  -0.012
C  -4.885  -3.906  0.831  -0.347
O  -5.240  -3.492  -0.239  0.061
C  1.781  -0.065  1.300  -0.032
C  1.969  -0.731  -0.029  -0.260
O  1.102  -1.336  -0.617  0.133
H  5.569  -0.156  1.989  0.059
H  6.892  0.004  3.180  0.087
H  7.233  -0.643  1.566  0.092
H  4.607  -3.008  3.234  0.117
H  5.019  -4.716  1.981  0.116
H  6.410  -3.899  1.331  0.123
H  4.780  -4.538  -0.426  0.114
H  3.529  -3.616  0.368  0.108
H  5.428  -1.672  0.116  0.075
H  5.901  -2.644  -1.249  0.115
H  3.126  -2.490  -1.556  0.109
H  4.268  -1.384  -2.383  0.121
H  4.987  0.754  -0.800  0.138
H  2.993  2.703  2.850  0.123
H  1.618  1.774  4.681  0.109
H  0.579  0.019  5.479  0.078
H  0.320  -1.406  4.765  0.084
H  0.796  -2.647  1.702  0.116
H  -0.212  -2.167  3.080  0.083
H  -0.966  -0.661  0.718  0.113
H  -1.150  -2.397  0.469  0.113
H  -2.319  -2.180  2.926  0.111
H  -2.567  -0.508  2.326  0.119
H  -3.325  -2.013  0.155  0.108
H  -4.449  -1.299  1.285  0.128
H  -5.285  -4.828  1.269  0.145
O  0.457  2.059  7.820  0.061
N  1.109  3.079  7.697  -0.356
O  2.314  3.148  7.819  0.078
C  0.382  4.314  7.361  -0.152
C  -0.995  4.268  7.243  -0.004
C  -1.673  5.437  6.939  -0.064
C  -0.972  6.622  6.754  -0.067
C  0.412  6.644  6.870  -0.060
C  1.101  5.482  7.178  -0.002
H  -1.527  3.340  7.387  0.119
H  -2.750  5.423  6.846  0.109
H  -1.507  7.533  6.519  0.108
H  0.956  7.566  6.722  0.111
H  2.176  5.484  7.272  0.120
O  -3.812  1.720  -2.640  0.075
N  -4.236  0.653  -2.245  -0.347
O  -4.217  0.296  -1.082  0.063
C  -4.805  -0.272  -3.240  -0.146
C  -4.801  0.094  -4.574  -0.009
C  -5.320  -0.793  -5.503  -0.062
C  -5.831  -2.021  -5.095  -0.063
C  -5.828  -2.360  -3.748  -0.047
C  -5.313  -1.483  -2.808  0.001
H  -4.401  1.049  -4.880  0.116
H  -5.324  -0.527  -6.552  0.106
H  -6.229  -2.721  -5.822  0.068
H  -6.225  -3.313  -3.426  0.112
H  -5.308  -1.745  -1.761  0.090
O  -6.000  -4.707  -6.563  0.062
N  -6.123  -4.547  -7.762  -0.337
O  -6.789  -3.666  -8.268  0.084
C  -5.416  -5.477  -8.655  -0.145
C  -4.676  -6.504  -8.098  -0.001
C  -4.027  -7.387  -8.945  -0.063
C  -4.123  -7.231  -10.322  -0.069
C  -4.866  -6.188  -10.858  -0.064
C  -5.522  -5.299  -10.022  -0.002
H  -4.610  -6.613  -7.026  0.120
H  -3.447  -8.199  -8.529  0.109
H  -3.617  -7.926  -10.979  0.108
H  -4.937  -6.066  -11.930  0.109
H  -6.105  -4.485  -10.426  0.120
O  3.736  9.888  1.347  0.075
N  3.267  8.859  1.788  -0.356
O  3.064  8.645  2.967  0.066
C  2.920  7.797  0.829  -0.151
C  3.169  8.000  -0.515  -0.007
C  2.854  6.987  -1.408  -0.064
C  2.299  5.800  -0.950  -0.065
C  2.051  5.620  0.404  -0.067
C  2.363  6.624  1.305  -0.001
H  3.601  8.928  -0.858  0.117
H  3.046  7.126  -2.463  0.106
H  2.061  5.009  -1.648  0.110
H  1.622  4.694  0.759  0.101
H  2.178  6.496  2.361  0.116

2S+1: 1
Kohn-Sham gap: 7.87 eV
Net charge: 0
Strongest force on any atom: 0.7 eV Å⁻¹
Electronic energy: -3048.6618 hartree



Here is a structure of composition C12H18N3O5Se4V in a non-equilibrium geometry from the Open Molecules 2025 dataset. Energies are from ωB97M-V/def2-TZVPD.

Last column: natural (NBO) charge in e.
CARTESIAN COORDINATES (ANGSTROEM)
V  -0.738  0.038  0.206  1.287
C  0.395  0.429  3.091  -0.076
C  0.688  -1.048  2.843  -0.075
O  -0.061  -1.425  1.700  -0.567
C  0.492  -2.480  0.942  -0.085
C  1.705  -2.026  0.111  -0.093
O  1.423  -0.749  -0.412  -0.570
C  2.523  -0.105  -1.033  -0.077
C  2.198  1.378  -1.195  -0.089
O  2.260  1.992  0.075  -0.540
C  1.196  2.843  0.456  -0.097
C  0.781  2.444  1.871  -0.078
O  0.507  1.053  1.831  -0.584
H  1.123  0.843  3.802  0.203
H  -0.625  0.558  3.495  0.218
H  0.392  -1.655  3.710  0.210
H  1.761  -1.172  2.654  0.189
H  -0.317  -2.801  0.277  0.235
H  0.775  -3.320  1.590  0.210
H  1.887  -2.749  -0.700  0.204
H  2.612  -1.979  0.736  0.183
H  2.723  -0.561  -2.012  0.192
H  3.414  -0.197  -0.396  0.192
H  1.204  1.488  -1.651  0.223
H  2.939  1.836  -1.862  0.193
H  0.338  2.735  -0.224  0.226
H  1.516  3.892  0.451  0.198
H  -0.100  3.017  2.195  0.212
H  1.615  2.625  2.564  0.187
Se  -2.597  0.730  1.358  -0.319
Se  -2.744  2.975  0.700  -0.048
Se  -3.142  2.922  -1.576  0.002
Se  -1.155  2.803  -2.646  -0.624
N  -1.913  -0.384  -3.494  -0.771
C  -2.009  -0.776  -2.210  0.653
O  -1.334  -0.147  -1.309  -0.802
C  -2.762  -1.896  -1.839  -0.509
C  -3.462  -2.660  -2.781  0.294
N  -4.007  -3.297  -3.566  -0.328
C  -2.766  -2.291  -0.497  0.315
N  -2.705  -2.628  0.604  -0.357
H  -2.535  -0.780  -4.179  0.417
H  -1.498  0.526  -3.681  0.446

2S+1: 3
Kohn-Sham gap (spin up / spin down): 5.35 / 6.33 eV
Net charge: 0
Strongest force on any atom: 6.8 eV Å⁻¹
Electronic energy: -11558.2307 hartree



Here is a cluster of 5 separate species, C8H25IN5O4 in total in a non-equilibrium geometry from the Open Molecules 2025 dataset. Energies are from ωB97M-V/def2-TZVPD.

Last column: natural (NBO) charge in e.
CARTESIAN COORDINATES (ANGSTROEM)
I  -1.367  -0.871  0.469  0.013
C  3.632  0.102  -0.031  -0.618
C  2.765  1.319  0.307  -0.068
C  3.398  2.688  -0.143  -0.067
O  2.741  3.854  0.186  -0.548
C  3.081  4.948  -0.607  -0.241
N  1.501  1.228  -0.487  -0.805
H  4.607  0.163  0.452  0.220
H  3.656  -0.107  -1.101  0.224
H  3.128  -0.783  0.359  0.200
H  2.568  1.231  1.376  0.179
H  3.621  2.669  -1.209  0.170
H  4.394  2.888  0.251  0.164
H  2.513  5.825  -0.294  0.197
H  2.892  4.681  -1.647  0.169
H  4.144  5.160  -0.498  0.161
H  0.983  0.449  -0.107  0.323
H  0.973  1.997  -0.100  0.354
C  -2.335  0.305  4.863  -0.625
C  -2.406  -1.140  4.424  -0.069
O  -1.186  -1.625  4.037  -0.709
H  -3.331  0.655  5.134  0.208
H  -2.047  0.862  3.971  0.198
H  -1.656  0.311  5.715  0.216
H  -3.239  -1.199  3.723  0.148
H  -2.851  -1.800  5.168  0.160
H  -1.253  -1.746  3.087  0.465
C  0.686  -2.891  -2.766  0.749
O  1.300  -3.550  -3.651  -0.697
N  1.258  -2.629  -1.651  -0.822
N  -0.571  -2.442  -2.851  -0.835
H  0.841  -2.001  -0.980  0.377
H  2.207  -2.971  -1.605  0.418
H  -1.113  -2.613  -3.685  0.420
H  -0.955  -1.973  -2.043  0.372
C  -4.328  -1.533  -2.630  0.737
O  -5.147  -1.785  -3.472  -0.660
N  -3.870  -2.429  -1.810  -0.818
N  -3.826  -0.338  -2.529  -0.834
H  -3.395  -1.968  -1.047  0.359
H  -4.387  -3.293  -1.725  0.420
H  -3.487  0.013  -1.645  0.377
H  -4.136  0.341  -3.210  0.414

2S+1: 2
Kohn-Sham gap (spin up / spin down): 9.46 / 4.45 eV
Net charge: 0
Strongest force on any atom: 5.5 eV Å⁻¹
Electronic energy: -1192.1931 hartree



Here is the ion C3HNOS3 with charge -2 in a non-equilibrium geometry from the Open Molecules 2025 dataset. Energies are from ωB97M-V/def2-TZVPD.

Last column: natural (NBO) charge in e.
CARTESIAN COORDINATES (ANGSTROEM)
C  -1.354  -0.808  -0.363  -0.148
C  -0.041  1.982  0.732  -0.614
C  1.027  -0.214  -0.229  0.541
N  -0.015  -1.146  -0.092  -0.700
O  2.220  -0.559  -0.137  -0.673
S  -2.287  -2.214  -0.135  -0.532
S  -0.630  3.536  0.881  -0.413
S  0.630  1.430  -0.739  0.181
H  0.451  -2.007  0.083  0.357

2S+1: 1
Kohn-Sham gap: 4.82 eV
Relative energy (zero: lowest compared OMol25 entry of this formula, charge and spin): 3.734 eV
Net charge: -2
Strongest force on any atom: 3.7 eV Å⁻¹
Electronic energy: -1439.3670 hartree